Entry 1:
# C45H35N7O4S4Sb2Se3Tl

A structure of composition C45H35N7O4S4Sb2Se3Tl (the ωB97M-V functional and the def2-TZVPD basis, the Open Molecules 2025 dataset).

```
101
Properties=species:S:1:pos:R:3:forces:R:3:lowdin_spin:R:1
Tl 0.017 -1.792 0.518 -0.17 0.30 -0.13 0.00
Sb 1.321 -3.026 3.630 0.13 -0.11 0.54 0.00
Sb -1.204 1.692 0.789 -0.31 0.42 0.63 0.00
Se -3.816 -2.958 -1.944 -0.08 -0.15 -0.18 0.00
Se -3.896 -0.874 -0.975 0.08 0.15 0.14 0.00
Se 3.832 -2.571 -1.582 0.05 0.36 -0.10 0.00
S -1.039 -0.024 3.686 -0.05 -0.07 -0.01 0.00
S -0.355 -3.857 4.952 0.02 0.04 -0.18 0.00
S 3.253 -3.015 4.853 -0.08 0.01 -0.20 0.00
S 1.939 0.140 2.207 0.13 -0.01 0.10 0.00
O -1.856 0.119 -7.226 0.05 -0.06 0.20 0.21
O 0.527 0.226 -1.382 0.09 -0.19 0.16 0.00
O 2.692 -0.124 -1.838 -0.07 0.18 0.09 0.00
O -2.593 -0.178 -5.127 0.18 0.06 -0.16 0.21
N -1.001 -2.768 -2.213 -0.09 -0.19 -0.15 0.00
N 1.429 -4.621 0.570 -0.03 0.17 -0.03 0.00
N 2.538 -2.800 -0.400 0.04 -0.35 -0.13 0.00
N -1.647 0.063 -5.960 -0.25 -0.07 -0.02 0.25
N 3.981 0.262 0.527 -0.09 -0.15 -0.09 0.00
N -3.000 -2.403 1.215 -0.04 0.06 0.01 0.00
N 4.207 -4.294 -1.722 0.02 -0.08 0.08 0.00
C -3.100 4.209 1.414 0.04 0.02 -0.11 0.00
C -2.919 1.992 3.493 0.09 -0.18 -0.06 0.00
C 1.982 0.689 -5.897 -0.08 -0.01 0.06 0.00
C -0.360 0.265 -5.484 0.01 0.03 0.00 0.03
C -1.594 1.596 2.969 -0.01 0.00 -0.10 0.00
C -2.137 -2.912 -2.889 0.09 0.05 0.02 0.00
C 0.174 -3.029 -4.290 0.07 -0.08 0.03 0.00
C -1.973 2.595 5.652 -0.06 0.13 -0.05 0.00
C 1.455 5.078 1.903 0.00 0.00 -0.02 0.00
C -0.089 0.205 -4.105 0.01 0.10 0.03 0.07
C 2.420 -4.106 -0.219 0.13 -0.03 -0.07 0.00
C -3.100 2.406 4.753 0.07 0.11 0.09 0.00
C -3.855 -1.450 0.875 0.01 -0.13 -0.02 0.00
C -2.203 -3.091 -4.263 0.02 0.02 0.02 0.00
C 5.275 0.296 0.145 0.00 0.05 -0.06 0.00
C -4.758 -0.879 1.765 0.12 0.06 -0.03 0.00
C 3.575 0.101 1.815 -0.12 0.20 -0.05 0.00
C -0.460 1.701 3.944 -0.15 -0.11 0.11 0.00
C 3.351 -4.932 -0.947 -0.10 -0.06 0.00 0.00
C 1.279 3.219 -0.149 -0.02 -0.01 0.04 0.00
C 6.277 0.171 1.054 0.04 -0.08 0.08 0.00
C 2.300 4.163 -0.151 -0.03 0.01 0.01 0.00
C 4.607 -0.082 2.780 0.03 -0.09 -0.01 0.00
C 1.486 0.141 -2.174 0.13 -0.01 -0.04 0.00
C -3.352 3.242 -0.760 0.03 -0.09 0.09 0.00
C -1.016 -3.153 -4.978 -0.09 -0.08 -0.03 0.00
C 1.208 0.342 -3.643 0.06 -0.07 -0.06 0.00
C 5.917 -0.053 2.404 -0.01 0.02 -0.04 0.00
C -3.015 -2.846 2.473 0.00 0.01 -0.02 0.00
C -0.727 2.307 5.259 0.03 -0.05 -0.09 0.00
C -2.735 3.225 0.494 -0.01 -0.07 -0.31 0.00
C -4.302 4.204 -1.087 0.01 0.00 -0.01 0.00
C -4.760 -1.340 3.073 0.04 0.03 0.01 0.00
C -4.660 5.166 -0.155 0.00 -0.03 0.05 0.00
C 3.239 -6.348 -0.804 0.06 0.03 -0.04 0.00
C 2.388 5.095 0.874 0.00 -0.05 0.02 0.00
C 0.438 4.132 1.906 -0.01 -0.01 -0.06 0.00
C 0.695 0.520 -6.383 0.13 0.02 0.03 0.09
C -4.062 5.161 1.100 0.03 -0.02 -0.01 0.00
C -3.882 -2.348 3.435 0.01 0.02 0.07 0.00
C 1.366 -5.910 0.658 -0.07 -0.04 0.04 0.00
C 2.259 0.591 -4.535 0.00 -0.08 -0.06 0.11
C 0.340 3.193 0.881 0.08 -0.10 -0.02 0.00
C 0.127 -2.830 -2.918 0.00 0.05 0.01 0.00
C 2.258 -6.819 -0.004 -0.04 -0.09 0.07 0.00
H 3.187 5.827 0.877 0.00 0.00 0.00 0.00
H 2.129 -7.884 0.143 -0.06 0.01 0.03 0.00
H -3.161 -3.153 -4.755 0.00 0.09 -0.03 0.00
H 1.043 -2.701 -2.356 0.00 0.05 0.00 0.00
H -4.092 2.668 5.104 -0.01 -0.03 -0.03 0.00
H -3.086 2.490 -1.498 -0.03 0.02 -0.01 0.00
H -3.840 -2.728 4.447 0.05 0.00 -0.03 0.00
H 1.215 2.489 -0.948 0.04 0.00 0.04 0.00
H 4.303 -0.299 3.795 0.00 0.00 -0.04 0.00
H -4.763 4.195 -2.067 0.02 -0.01 0.00 0.00
H -5.431 -0.101 1.431 -0.05 -0.02 0.00 0.00
H 2.790 0.893 -6.594 -0.02 0.00 0.00 0.00
H 7.310 0.202 0.741 -0.01 0.00 -0.02 0.00
H 3.919 -7.004 -1.333 0.02 0.05 0.00 0.00
H 0.124 2.514 5.896 -0.01 -0.04 0.01 0.00
H -3.763 1.923 2.817 -0.01 -0.01 0.00 0.00
H -1.031 -3.270 -6.054 -0.01 0.05 0.01 0.00
H -5.443 -0.915 3.798 0.00 0.01 0.01 0.00
H 0.470 0.574 -7.437 -0.02 0.00 0.01 0.01
H 1.127 -3.063 -4.800 0.01 0.08 0.02 0.00
H -5.401 5.916 -0.402 -0.01 -0.01 0.00 0.00
H -2.290 -3.611 2.731 0.01 0.06 0.05 0.00
H 3.032 4.162 -0.950 -0.03 0.00 -0.01 0.00
H 6.691 -0.226 3.142 -0.03 0.03 0.02 0.00
H -2.641 4.239 2.393 0.02 0.01 0.02 0.00
H 5.440 0.418 -0.917 -0.06 0.02 -0.01 0.00
H 3.266 0.693 -4.153 -0.01 -0.02 0.00 0.01
H 0.562 -6.296 1.280 0.07 -0.08 0.00 0.00
H 1.523 5.799 2.710 -0.01 0.00 0.00 0.00
H 3.258 0.253 -0.231 0.06 0.02 -0.04 0.00
H -4.344 5.900 1.840 0.03 0.03 -0.02 0.00
H -2.152 3.026 6.631 0.01 -0.03 -0.01 0.00
H 0.541 1.829 3.549 -0.02 0.04 -0.03 0.00
H -0.277 4.126 2.721 0.01 0.01 0.01 0.00
H -0.899 0.035 -3.411 -0.01 -0.06 -0.01 0.01
```
Forces are in eV/Å.

Output
HOMO-LUMO gap (alpha / beta), eV: 3.187 / 5.056
DFT total energy, eV: -323001.629
Multiplicity: 2
ΔE to the lowest compared entry with this formula, charge and spin, kcal/mol: 34.5
Total charge: -2
HOMO (alpha / beta), eV: -0.607 / -2.476


Entry 2:
# C45H35NO13S2

A cluster of 5 separate species, C45H35NO13S2 in total in a non-equilibrium geometry (the ωB97M-V functional and the def2-TZVPD basis, the Open Molecules 2025 dataset).

```
96
Properties=species:S:1:pos:R:3:forces:R:3:lowdin_charge:R:1
S -0.072 5.352 -3.563 -0.87 0.50 1.37 0.80
S 0.009 3.285 -1.374 -1.65 1.74 -1.21 0.76
O 3.264 1.272 0.613 -0.42 1.68 -2.16 0.10
O 4.851 -11.515 4.006 -0.09 0.21 -0.27 0.11
O 2.107 3.232 1.378 3.35 -3.27 -3.08 0.07
O -2.535 2.228 4.970 0.15 0.17 0.18 0.09
O 6.470 2.198 -1.745 1.39 -0.91 2.13 -0.05
O 5.962 2.830 -2.850 -1.86 0.83 -1.29 -0.16
O -6.244 -6.176 -2.573 -0.07 0.33 0.02 0.11
O -7.218 -0.991 -2.045 -0.01 -0.34 -0.03 0.08
O 3.960 -0.181 -1.136 -1.06 4.42 2.17 0.11
O 5.132 -4.724 -2.894 -0.20 0.02 0.20 0.10
O 3.560 -8.304 -0.012 0.21 -0.79 0.36 0.07
O 0.857 4.711 8.202 -0.23 -0.14 -0.19 0.10
O 1.433 -4.400 0.894 0.18 -0.04 -0.17 0.09
N -2.410 4.505 -1.947 0.73 -1.64 0.76 -0.13
C 3.730 0.967 -0.708 1.11 -1.40 -1.95 -0.28
C 1.338 6.123 -2.575 1.07 -0.27 1.22 -0.46
C -2.982 3.742 0.585 1.17 3.32 0.30 -0.01
C 4.554 -10.779 3.084 0.13 -0.31 0.39 -0.39
C 3.344 -9.932 3.136 -0.23 0.24 -0.13 0.03
C 3.916 2.323 -1.520 -1.06 1.79 0.76 -0.02
C -1.756 2.797 5.712 -0.23 -0.23 -0.29 -0.39
C 5.067 -9.888 0.858 0.22 -0.19 0.11 0.03
C -5.798 -4.182 -1.406 0.06 0.29 0.16 0.02
C -2.640 2.105 -3.156 -2.24 -0.05 0.39 -0.03
C -7.419 -4.289 -3.343 -0.18 0.28 -0.13 0.02
C -7.663 -2.985 -3.211 -0.05 -0.28 -0.18 0.02
C -1.346 4.532 7.396 -0.34 -0.01 -0.12 0.02
C -6.043 -2.878 -1.275 0.17 -0.24 0.13 0.03
C -5.623 2.117 -2.585 2.77 -0.08 -0.45 -0.07
C -2.420 5.572 2.549 0.05 -0.68 -4.04 -0.07
C 2.703 -5.780 -0.528 -0.06 0.14 -0.19 0.01
C 3.856 -9.041 0.911 -0.05 0.18 -0.28 -0.35
C 2.283 -4.474 0.025 -0.19 0.05 0.17 -0.38
C 3.863 -3.343 -1.471 -0.10 0.20 0.12 0.02
C -6.468 -4.986 -2.451 0.11 -0.49 -0.02 -0.39
C 3.395 3.412 -0.768 1.09 -3.55 -0.61 -0.05
C 2.851 2.648 0.547 -2.09 3.60 1.65 -0.31
C 2.934 -3.263 -0.518 0.14 0.18 -0.13 0.02
C -1.968 6.146 0.002 -0.71 -1.57 1.75 -0.02
C -2.487 4.742 -0.489 0.00 1.98 4.52 -0.23
C -4.762 3.313 -2.127 2.08 -2.05 -1.45 -0.02
C -3.517 0.906 -3.635 -2.13 2.75 2.02 -0.06
C 3.632 -5.860 -1.481 -0.17 -0.08 0.09 0.02
C -0.332 2.407 5.776 0.31 0.00 0.11 0.03
C 4.283 -4.649 -2.024 0.22 -0.05 -0.24 -0.38
C -5.061 0.879 -3.337 3.42 3.10 0.90 -0.07
C -6.994 -2.181 -2.167 -0.10 0.39 0.11 -0.39
C -0.964 4.362 -2.252 2.05 -1.31 0.99 -0.92
C -2.956 4.186 2.067 0.97 1.79 -1.62 -0.05
C -1.918 6.581 1.485 -1.21 -3.73 -1.28 -0.07
C 0.079 4.142 7.460 0.36 0.19 0.28 -0.39
C 4.586 2.385 -2.984 -1.44 -0.37 0.41 -0.09
C 0.521 3.033 6.588 -0.07 -0.24 -0.23 0.02
C 3.315 4.980 -1.110 -0.13 -0.76 0.49 -0.11
C 2.651 5.182 -2.568 -0.23 -0.30 0.29 -0.26
C 5.391 -10.697 1.868 0.08 0.12 -0.32 0.02
C 3.019 -9.123 2.127 -0.09 -0.10 0.27 0.03
C -2.199 3.906 6.584 0.04 0.26 0.22 0.02
C -3.206 3.345 -2.386 -2.96 -3.81 -1.90 -0.19
H 1.568 2.761 6.646 -0.01 0.04 0.02 0.12
H 2.616 -2.315 -0.102 0.03 0.00 -0.01 0.11
H -3.245 4.178 6.526 0.00 -0.04 -0.03 0.12
H 3.951 -6.807 -1.898 0.00 0.04 0.03 0.11
H 4.479 1.369 -3.524 0.51 1.38 1.14 0.14
H -1.491 7.615 1.763 -0.85 -1.94 -0.49 0.09
H 2.742 -10.005 4.034 0.04 -0.02 0.00 0.12
H 2.322 4.134 -2.919 0.66 1.90 0.29 0.07
H 2.137 -8.496 2.150 0.02 0.01 -0.02 0.13
H -5.105 -4.708 -0.761 -0.02 -0.03 -0.04 0.12
H -1.568 6.886 -0.789 -0.83 -1.38 1.31 0.10
H -1.518 2.024 -3.406 -2.09 0.29 0.51 0.07
H -0.024 1.593 5.131 -0.05 0.03 -0.02 0.13
H -5.561 -2.273 -0.517 -0.02 0.04 -0.03 0.13
H 2.218 -6.655 -0.120 0.00 0.16 -0.07 0.10
H -3.007 0.031 -4.172 -0.86 1.57 0.92 0.09
H 2.698 5.518 -0.295 0.99 -1.04 -1.22 0.12
H 6.639 2.883 -1.049 -0.39 -0.35 -1.09 0.13
H 4.034 3.143 -3.658 1.11 -1.03 1.28 0.13
H -5.691 -0.023 -3.665 0.99 1.85 0.68 0.08
H -2.370 5.889 3.641 -0.24 -0.78 -1.63 0.08
H 4.386 5.416 -1.083 -1.73 -0.83 0.00 0.13
H -7.901 -4.894 -4.101 0.03 -0.03 0.02 0.12
H -3.338 3.440 2.855 0.74 1.32 -1.38 0.08
H 6.274 -11.324 1.845 -0.03 0.00 0.04 0.12
H 1.651 7.135 -3.000 -0.96 -1.39 0.20 0.09
H -1.653 5.346 8.041 0.05 -0.01 0.01 0.12
H -3.362 2.716 0.224 0.67 1.86 0.95 0.11
H 5.668 -9.814 -0.039 -0.03 0.03 -0.01 0.12
H -5.164 4.230 -1.556 0.35 -1.85 -1.07 0.11
H 4.348 -2.466 -1.880 -0.02 -0.03 0.03 0.10
H 1.002 6.316 -1.487 0.25 -0.43 -1.80 0.08
H 3.440 5.658 -3.243 -1.15 -0.91 0.68 0.12
H -8.357 -2.459 -3.856 0.01 0.03 0.03 0.12
H -6.734 2.134 -2.343 1.70 0.02 -0.34 0.09
```
Forces are in eV/Å.

Output
HOMO-LUMO gap, eV: 6.363
SMILES: O=C1OC(=O)C(COO)=C1CCCSC(=S)N(c1ccccc1)c1ccccc1.O=C1C=CC(=O)C=C1.O=C1C=CC(=O)C=C1.O=C1C=CC(=O)C=C1.O=C1C=CC(=O)C=C1
DFT total energy, eV: -96991.603
Total charge: 0
HOMO, eV: -8.094


Entry 3:
# C45H36ClN2O2PZr

A structure of composition C45H36ClN2O2PZr (the ωB97M-V functional and the def2-TZVPD basis, the Open Molecules 2025 dataset).

```
88
Properties=species:S:1:pos:R:3:forces:R:3:lowdin_charge:R:1
Zr 0.194 -0.869 0.374 0.21 -0.40 0.30 1.62
Cl -1.217 2.526 6.669 0.02 -0.01 0.00 0.64
P -0.151 2.122 0.404 -0.02 -0.11 0.12 1.11
O 2.171 -0.283 -1.710 -0.02 -0.17 0.29 -0.08
O 0.691 -0.845 2.274 0.15 0.23 -0.25 -0.29
N -1.332 -2.612 -0.310 0.14 0.20 -0.17 0.02
N -1.783 -0.400 1.009 0.04 0.08 -0.17 -0.19
C 1.344 -5.635 -3.016 0.01 0.01 0.00 -0.08
C 0.184 -0.111 3.290 -0.02 0.02 0.03 -0.33
C 3.385 4.253 -0.052 -0.02 -0.02 0.00 -0.06
C -3.231 -3.829 -1.943 0.07 0.00 0.02 0.00
C 4.158 3.305 -0.720 0.03 0.05 0.01 -0.07
C -1.852 5.208 3.387 -0.02 0.00 -0.01 -0.09
C 2.353 1.730 -0.541 0.19 0.17 -0.06 -0.22
C -1.069 0.554 3.159 0.00 0.03 0.00 -0.19
C -0.807 3.860 -1.725 -0.02 -0.03 -0.04 -0.09
C 1.342 -6.616 -2.031 0.00 0.01 0.00 -0.10
C 2.318 -5.033 -0.499 0.01 0.00 -0.02 -0.04
C 1.590 -1.661 -1.490 -0.08 -0.09 0.08 -0.22
C -0.632 4.596 3.619 0.04 -0.06 -0.03 -0.09
C -2.553 -2.027 -0.499 -0.11 -0.06 -0.08 -0.16
C 1.567 2.687 0.112 -0.03 0.11 0.01 -0.28
C -1.924 0.506 2.024 -0.01 0.01 0.02 -0.17
C -0.856 2.555 -1.234 -0.01 -0.01 0.01 -0.34
C 2.777 -2.603 -1.197 -0.04 -0.06 -0.01 -0.51
C 0.957 0.037 4.439 -0.05 -0.06 0.00 -0.03
C -0.113 3.700 2.693 -0.01 0.03 0.04 -0.12
C -0.799 3.421 1.510 0.01 0.04 -0.01 -0.36
C -2.556 4.916 2.223 -0.02 0.01 0.01 -0.08
C -2.807 -0.804 0.205 -0.13 0.00 -0.18 -0.27
C 1.841 -6.310 -0.775 0.00 0.01 0.00 -0.08
C 1.822 -4.366 -2.735 0.00 -0.02 -0.01 -0.05
C 0.550 0.838 5.488 0.01 -0.02 -0.01 -0.12
C -2.037 4.030 1.293 0.07 -0.02 0.02 -0.10
C -0.677 1.490 5.369 -0.06 0.05 0.01 -0.68
C -1.820 1.829 -3.326 -0.03 -0.10 0.03 -0.07
C -2.018 -4.421 -1.709 -0.08 -0.06 -0.06 -0.04
C 3.986 -2.313 -2.103 0.02 0.01 0.01 -0.03
C -4.026 -0.177 -0.001 0.07 0.06 0.20 -0.02
C -1.466 1.358 4.259 0.02 -0.03 -0.03 -0.09
C -4.979 -0.732 -0.870 -0.06 -0.08 -0.08 -0.08
C -3.537 -2.593 -1.341 0.05 0.02 0.06 -0.16
C -4.764 -1.912 -1.530 -0.04 0.07 0.02 -0.06
C 2.304 -4.032 -1.467 -0.03 0.03 0.01 -0.20
C -1.366 1.546 -2.044 0.00 0.17 0.06 -0.09
C -1.086 -3.771 -0.896 0.06 0.02 0.02 -0.11
C -1.764 3.127 -3.806 0.01 0.06 0.00 -0.08
C -1.259 4.143 -3.003 0.00 0.00 0.00 -0.07
C 2.094 3.952 0.357 0.01 -0.06 -0.03 -0.07
C 1.773 0.415 -0.688 -0.28 -0.03 -0.06 -0.28
C 3.202 -2.419 0.262 0.05 -0.01 -0.03 -0.06
C 3.645 2.050 -0.974 -0.04 -0.06 -0.01 -0.01
H 5.163 3.555 -1.034 -0.01 0.00 0.00 0.11
H -2.262 5.897 4.113 0.00 0.00 -0.01 0.10
H -4.252 0.746 0.516 0.01 0.00 -0.02 0.10
H -1.754 -5.374 -2.147 -0.01 0.01 0.00 0.10
H 1.495 4.700 0.858 0.01 0.02 0.00 0.10
H -0.089 4.788 4.536 -0.01 0.00 0.00 0.10
H 1.903 -0.489 4.475 0.00 0.01 0.01 0.12
H 4.235 1.298 -1.482 0.00 0.00 0.00 0.11
H -3.967 -4.296 -2.586 0.01 -0.01 0.00 0.12
H -2.871 1.030 2.108 -0.01 -0.02 0.07 0.10
H -5.914 -0.204 -1.011 0.00 -0.01 -0.01 0.11
H 1.811 -3.617 -3.518 0.01 -0.02 0.00 0.11
H 3.710 -2.333 -3.158 0.00 0.00 0.00 0.09
H -2.599 3.808 0.394 0.00 0.00 0.00 0.10
H -1.212 5.158 -3.378 0.00 0.00 0.00 0.10
H 3.400 -1.366 0.480 0.05 0.02 -0.07 0.08
H 0.970 -5.861 -4.007 0.00 0.01 0.01 0.10
H 2.421 -2.755 0.951 -0.02 0.03 0.05 0.07
H -0.408 4.654 -1.105 0.00 0.00 0.00 0.11
H -1.402 0.535 -1.655 -0.09 -0.02 -0.09 0.07
H 1.156 0.967 6.373 0.01 -0.01 -0.01 0.10
H -0.113 -4.210 -0.726 0.01 0.00 0.01 0.09
H 1.152 -1.906 -2.461 0.01 0.01 0.01 0.08
H 0.966 -7.608 -2.245 0.01 0.01 0.00 0.10
H 4.769 -3.057 -1.940 -0.01 0.00 0.00 0.09
H 3.791 5.238 0.140 -0.01 0.00 0.00 0.11
H -2.218 1.033 -3.943 0.00 0.02 0.00 0.11
H -2.113 3.352 -4.806 0.00 -0.01 0.00 0.10
H -5.511 -2.338 -2.186 0.00 0.01 0.01 0.11
H 4.400 -1.328 -1.885 0.00 0.00 -0.01 0.07
H 2.698 -4.830 0.493 0.00 0.02 0.00 0.10
H 4.112 -2.976 0.497 -0.01 0.00 0.03 0.10
H 1.860 -7.065 0.000 0.00 0.01 0.00 0.10
H -2.410 1.888 4.209 0.00 0.00 -0.01 0.11
H -3.515 5.384 2.040 0.00 0.00 0.00 0.10
H 0.828 3.203 2.906 -0.01 0.00 0.00 0.12
```
Forces are in eV/Å.

Output
HOMO-LUMO gap, eV: 4.138
DFT total energy, eV: -77415.865
Total charge: 0
HOMO, eV: -4.957